[1]
120
Properties=species:S:1:pos:R:3:forces:R:3:lowdin_charge:R:1 method="wB97M-V/def2-TZVPD" orbital_gap_ev=10.222 energy_ev=-83198.9517 e_lumo_ev=-0.44 charge=0
H -4.543 -2.284 3.108 0.69 -0.08 -0.06 0.00
H -3.886 -2.507 4.560 0.48 -0.11 -0.64 0.03
O -4.683 -2.378 4.049 -1.19 0.20 0.72 -0.06
H 3.450 3.014 -2.022 -0.76 0.24 0.04 0.04
H 2.010 3.579 -2.095 0.06 0.12 0.28 -0.02
O 2.863 3.638 -2.516 0.74 0.42 -0.46 -0.06
H -0.572 3.493 0.861 0.15 0.92 -0.39 0.00
H -0.668 2.407 1.861 -0.14 -0.76 0.37 0.00
O -0.369 2.572 0.971 0.07 -0.64 -0.30 -0.05
H -1.128 -3.363 -4.674 -0.02 -0.77 -0.25 0.04
H 0.387 -2.914 -4.512 -0.15 -0.33 -0.39 0.04
O -0.538 -2.640 -4.508 0.38 0.94 0.28 -0.04
H -4.074 -3.583 -2.033 0.37 -0.32 0.06 0.06
H -4.085 -4.535 -0.830 1.12 0.61 -2.04 0.05
O -3.513 -4.282 -1.651 -2.05 -0.36 1.19 -0.11
H -1.092 -2.386 2.631 0.64 0.72 -0.55 -0.02
O -1.850 -2.892 2.339 -2.01 -1.11 1.46 -0.05
H 2.277 1.681 -3.300 0.66 -0.26 -0.10 -0.01
O 2.756 1.245 -4.024 0.05 -0.48 0.45 -0.06
H 3.909 3.113 2.762 0.08 -0.42 0.76 0.06
H 3.000 1.763 2.581 0.37 -0.26 0.95 0.02
O 3.355 2.566 2.214 -0.53 0.72 -1.62 -0.02
H 5.040 -1.521 1.351 -0.31 -0.23 -1.10 0.02
H 6.373 -1.091 0.488 -0.98 -0.28 -0.59 0.01
O 5.934 -1.196 1.334 1.16 0.52 1.82 -0.05
H 1.144 -1.614 -1.483 -0.92 0.11 0.21 0.03
H 1.075 -0.053 -1.938 -0.25 -0.11 0.51 0.00
O 1.603 -0.852 -1.829 1.26 -0.34 -0.88 -0.03
H -6.756 -1.087 0.277 1.40 0.58 0.16 0.07
H -5.615 -0.105 0.806 -0.39 -0.09 0.28 -0.02
O -5.812 -0.806 0.173 -1.07 -0.95 -0.79 -0.08
H -0.083 1.233 5.125 0.60 0.17 -0.81 0.06
O 0.396 1.530 4.319 -0.50 0.09 0.80 -0.10
H 3.828 0.752 -1.469 0.15 0.24 -0.08 0.05
H 2.812 1.230 -0.526 -0.73 -0.13 0.79 0.01
O 3.507 1.580 -1.081 0.82 -0.66 -0.32 -0.04
H 0.390 -0.825 3.397 -0.52 0.93 0.17 0.02
H 1.366 -1.925 3.201 -1.80 0.10 -0.63 0.10
O 0.428 -1.644 2.913 2.25 -0.84 0.62 -0.06
H -4.202 0.779 2.347 -0.78 -0.46 -0.66 0.03
H -5.374 0.861 3.279 -0.38 -0.53 -0.60 0.08
O -5.145 0.487 2.405 1.23 1.27 1.31 -0.07
H -3.273 1.151 -2.347 -1.06 -0.20 0.92 0.02
H -4.727 0.658 -2.342 0.35 0.00 0.60 0.05
O -3.971 0.781 -1.736 0.82 0.42 -1.62 -0.08
H 5.901 -0.279 -2.165 -0.02 -0.12 -0.24 0.04
H 5.562 -1.795 -1.924 -0.24 -0.09 -0.30 0.00
O 5.994 -1.014 -1.559 0.42 0.37 0.55 -0.05
H -2.316 -0.868 -2.843 -1.09 -0.75 0.62 0.07
H -0.959 -1.001 -2.746 0.52 -1.28 0.50 0.06
O -1.727 -1.493 -2.378 0.14 2.30 -1.09 -0.06
H -1.402 -1.335 -0.589 0.19 -0.47 -0.38 0.02
O -0.870 -1.027 0.155 -0.14 1.28 0.41 -0.06
H 1.976 -1.476 -3.931 0.50 0.05 -0.22 0.00
H 1.655 -0.681 -5.127 0.92 -0.60 -0.19 0.05
O 2.224 -1.449 -4.879 -1.29 0.42 0.68 -0.09
H 0.861 -0.046 0.720 -0.80 0.68 0.07 0.01
O 1.666 0.396 0.992 2.03 -1.09 -0.06 -0.03
H 3.205 -2.900 -0.913 0.67 -0.98 0.67 0.01
H 2.361 -2.258 0.031 0.55 -0.73 1.09 0.02
O 2.997 -3.018 0.044 -1.00 1.78 -1.48 -0.07
H -1.464 -6.562 -0.098 -1.21 -1.29 0.53 0.06
H -1.266 -5.289 0.060 -0.81 1.13 1.21 0.00
O -1.921 -5.906 0.461 1.92 0.16 -1.53 -0.06
H -2.419 0.248 2.576 0.28 -0.46 0.33 0.04
H -2.149 -0.073 1.106 0.51 0.24 -0.04 0.03
O -2.250 0.671 1.734 -0.77 0.33 0.48 -0.05
H -3.274 3.268 -4.307 -0.62 0.22 0.11 0.03
H -1.882 2.929 -4.718 -0.03 -0.42 0.82 0.04
O -2.521 2.778 -3.986 0.78 -0.01 -0.78 -0.06
H -4.049 -4.161 0.941 -1.18 0.93 -0.38 0.07
H -4.589 -2.803 0.260 -0.19 -0.45 0.36 0.04
O -4.822 -3.731 0.476 0.92 -0.35 1.13 -0.07
H 1.846 5.364 -1.956 0.03 0.23 -0.18 0.00
H 1.103 6.133 -0.895 -0.23 -0.25 -0.15 0.03
O 0.967 5.720 -1.761 0.25 0.03 0.24 -0.07
H 4.735 -3.888 -2.962 -0.30 0.45 0.10 0.09
H 3.978 -2.551 -3.330 0.48 -0.68 0.57 0.07
O 4.426 -3.041 -2.598 -0.39 0.27 -0.90 -0.05
H -0.228 -3.558 1.614 0.85 -0.94 -0.91 0.05
H 0.657 -4.140 0.301 -0.08 0.48 0.96 0.06
O 0.013 -3.495 0.662 0.06 -0.26 0.08 -0.09
H 3.698 -1.262 4.326 -0.37 0.97 -0.27 0.03
H 2.353 -0.362 4.024 1.28 -0.51 0.44 0.02
O 2.774 -1.065 4.567 -1.19 -0.23 -0.18 -0.08
H -0.623 3.961 5.205 -0.06 0.48 -0.99 0.10
H -0.262 4.296 3.662 -0.78 0.14 -0.01 0.03
O 0.065 4.045 4.520 0.75 0.30 1.16 -0.01
H 0.792 2.646 -1.674 -0.63 -0.06 0.52 0.04
O 0.550 1.730 -1.821 0.09 -0.49 -0.77 -0.02
H 0.718 2.054 -4.088 0.21 -0.12 0.80 -0.03
H 1.328 2.735 -5.326 0.21 -0.06 0.21 0.04
O 0.564 2.266 -4.993 -1.58 0.46 -1.41 -0.04
H -0.520 -1.756 0.678 0.10 -0.49 -0.50 -0.01
H -2.083 -2.979 1.420 0.69 0.57 -0.31 0.02
H 1.598 1.291 1.285 -1.34 0.71 -0.10 -0.01
H 3.358 1.925 -4.318 0.29 0.30 -0.07 0.05
H 0.370 2.541 4.393 0.20 -1.40 -0.20 -0.02
H -0.322 1.575 -1.449 -0.14 0.43 0.43 0.07
O 1.362 4.537 1.082 0.82 0.56 1.81 -0.08
H 1.990 3.861 1.439 -0.41 0.22 -0.62 0.02
H 1.264 5.096 1.891 0.03 -0.25 -1.09 0.06
O 1.335 -5.220 -1.696 0.03 0.11 0.35 -0.09
H 0.446 -4.803 -1.558 0.25 -0.58 -0.64 -0.02
H 1.242 -6.175 -1.807 -0.26 0.41 0.05 0.04
O -1.047 -4.051 -1.745 1.31 -0.70 0.55 -0.10
H -1.098 -3.474 -2.506 -0.48 0.40 -0.05 0.01
H -1.825 -3.962 -1.165 -0.07 0.28 -1.17 0.01
O -2.076 5.206 0.962 -1.24 0.89 -0.42 -0.09
H -3.017 5.321 1.294 1.01 -0.20 0.09 0.04
H -2.349 5.036 0.054 0.79 -0.07 -0.40 0.06
O -4.657 4.720 1.552 -0.63 -0.15 0.01 -0.05
H -4.417 4.112 2.269 0.24 0.25 -0.07 0.03
H -5.000 4.138 0.864 -0.05 0.11 -0.05 0.07
O 5.333 -0.212 4.199 -0.14 -0.01 0.50 -0.04
H 5.188 0.727 4.057 0.09 -0.06 -0.10 0.04
H 5.981 -0.488 3.554 0.32 -0.08 -0.69 0.02
O -2.556 3.661 2.870 -1.14 -0.55 2.47 -0.05
H -1.899 4.264 2.542 0.15 -0.27 -1.15 0.00
H -2.525 2.766 2.533 0.68 -0.08 -0.68 0.02


[2]
120
Properties=species:S:1:pos:R:3:forces:R:3:lowdin_charge:R:1 method="wB97M-V/def2-TZVPD" orbital_gap_ev=8.732 energy_ev=-83194.5681 e_lumo_ev=-0.65 charge=0
H -1.156 -5.196 4.015 0.02 -0.30 0.11 0.06
H -0.676 -3.836 3.608 0.37 0.06 -0.11 0.00
O -1.186 -4.580 3.281 -0.45 -0.44 0.26 -0.04
H -2.993 1.168 -2.012 0.35 -1.16 -0.73 0.02
H -4.222 0.011 -2.036 1.39 0.30 -0.45 0.04
O -3.845 0.855 -1.701 -1.59 0.91 1.54 -0.09
H 0.798 5.221 -1.089 -0.55 0.20 -0.22 -0.02
H 0.932 6.095 0.183 -1.56 -0.10 -3.04 -0.10
O 0.255 5.665 -0.428 -0.80 -0.14 -1.88 -0.14
H -4.613 -2.821 2.560 -0.36 -0.25 -0.11 0.02
H -4.884 -1.387 3.116 0.25 -0.23 -0.35 0.04
O -4.460 -1.889 2.400 -0.20 0.67 0.36 -0.06
H -1.121 -2.069 -1.719 0.23 -0.28 -0.46 0.02
H -0.627 -2.996 -2.955 -0.20 0.66 0.57 0.04
O -0.405 -2.222 -2.388 -0.13 0.00 -0.36 -0.09
H 2.123 -4.120 -4.692 0.17 -0.19 0.08 0.05
O 2.038 -4.918 -4.144 -0.51 0.38 -0.07 -0.05
H 0.222 6.426 1.500 1.30 -0.44 0.05 0.12
O 1.203 6.458 1.388 0.56 2.52 3.70 0.00
H -1.379 -3.502 0.150 0.23 0.01 0.29 0.00
H 0.112 -3.153 0.047 0.09 -0.31 -0.19 0.00
O -0.497 -3.811 0.396 0.27 -0.49 0.02 -0.05
H 4.118 -0.839 2.465 1.42 -0.25 0.13 0.07
H 3.323 0.252 2.332 0.96 1.12 0.41 0.00
O 4.301 0.119 2.409 -1.93 -1.55 0.58 -0.09
H -1.487 3.307 0.814 1.78 0.81 0.52 0.06
H -0.855 2.156 0.503 1.14 -0.41 -0.41 0.00
O -0.523 3.007 0.833 -2.37 -0.66 -0.62 -0.08
H 1.747 -3.999 -2.422 0.60 0.03 0.13 0.01
H 1.285 -2.670 -1.882 0.32 -0.24 -0.06 -0.01
O 2.044 -3.278 -1.849 -0.46 0.14 0.28 -0.06
H 3.176 1.934 -1.093 0.31 -0.03 -0.40 0.00
O 3.426 2.081 -2.021 -0.32 -0.22 -0.14 -0.04
H 5.266 -0.167 -3.258 0.22 -0.45 -0.24 0.04
H 4.161 0.201 -2.364 -0.16 -0.64 -0.12 0.00
O 4.565 -0.603 -2.760 -0.23 1.40 0.23 -0.07
H -2.467 -3.990 -2.895 0.76 1.40 -0.10 0.03
H -2.596 -4.543 -4.074 0.57 0.18 -1.66 0.08
O -2.073 -3.773 -3.785 -1.12 -1.78 1.29 -0.08
H -2.163 -0.766 -0.062 0.22 0.34 0.22 0.04
H -0.736 -1.429 0.012 -0.76 0.79 0.38 0.03
O -1.676 -1.593 -0.177 -0.56 -0.60 -0.71 -0.07
H 5.954 0.739 1.081 -0.69 -0.02 -0.68 0.06
H 5.891 -0.118 -0.174 -0.07 -0.19 -0.35 0.05
O 5.524 0.688 0.201 0.79 0.27 0.27 -0.07
H 2.420 0.506 4.257 0.17 -0.32 0.06 0.09
H 1.043 0.269 3.694 -0.27 -0.09 0.07 0.02
O 1.931 -0.094 3.676 -0.03 0.38 -0.09 -0.04
H 2.572 3.328 2.326 0.23 0.57 0.45 0.01
H 1.948 2.151 2.940 0.62 0.00 0.02 0.05
O 2.839 2.509 2.755 -0.79 -0.45 -0.44 -0.05
H 3.422 0.252 0.543 0.05 -0.29 -0.46 0.06
O 2.634 0.827 0.518 0.85 1.27 0.20 -0.09
H -1.328 -1.234 2.398 -0.83 -0.32 -0.82 0.01
H -2.275 -2.607 2.831 1.09 2.10 0.16 0.02
O -1.530 -1.989 2.970 0.24 -0.46 1.46 -0.07
H -1.231 0.787 1.480 0.86 -1.03 -0.26 0.03
O -0.568 0.051 1.521 0.48 1.68 1.47 -0.08
H 1.977 0.541 -3.921 0.22 1.39 0.09 0.05
H 0.917 -0.314 -4.006 -1.17 0.97 0.18 0.01
O 1.011 0.670 -3.980 1.78 -2.18 -0.21 -0.07
H 1.299 0.395 -0.490 -0.49 0.08 -0.26 0.03
H 0.670 -0.752 -1.261 -0.15 0.62 -0.19 0.04
O 0.424 0.082 -0.817 1.08 -0.67 -0.52 -0.06
H -0.297 1.539 4.256 -0.52 0.03 0.35 0.02
H -0.169 0.966 5.719 -0.16 -0.10 -0.18 0.06
O 0.050 1.705 5.142 0.43 0.24 -0.27 -0.03
H -5.325 2.438 0.039 -0.32 0.11 0.42 0.03
H -4.450 2.677 -1.111 0.06 0.55 0.64 0.03
O -4.628 3.048 -0.215 -0.06 -0.26 -0.94 -0.07
H -1.025 0.093 -2.448 0.12 0.13 -0.36 0.01
H -1.067 1.550 -2.767 0.49 0.20 -0.36 0.06
O -1.360 0.706 -3.124 -1.13 -0.12 0.78 -0.05
H -2.945 0.928 1.718 -1.88 0.00 0.17 0.06
H -3.584 1.021 0.100 -0.81 0.07 0.42 0.02
O -2.889 1.001 0.770 2.37 -0.17 -0.32 -0.06
H 5.206 -4.062 -1.836 0.81 0.00 0.03 0.03
H 3.945 -3.395 -1.736 0.08 1.14 0.02 -0.01
O 4.896 -3.155 -1.755 -0.67 -1.23 0.07 -0.09
H 2.011 3.445 0.344 -0.70 -0.19 -0.43 0.03
H 2.867 4.636 0.501 0.42 0.08 -0.70 0.08
O 2.270 4.232 -0.152 1.49 -0.56 1.46 -0.03
H 0.996 -0.992 -5.877 -0.23 0.27 0.19 0.03
H 0.102 -1.844 -4.867 0.68 0.33 -1.32 0.03
O 0.662 -1.871 -5.686 -0.60 -0.77 1.07 -0.06
H 2.474 4.402 4.338 1.04 -0.39 -0.68 0.06
H 1.319 5.104 4.088 -0.60 0.77 -0.92 0.06
O 2.102 4.867 3.571 -0.52 -0.06 1.72 -0.06
H -3.859 -3.853 -0.997 0.08 -0.24 -0.56 0.08
O -3.987 -3.805 -1.972 -0.05 -0.36 1.93 -0.05
H -2.507 -0.124 4.629 -0.06 1.23 -0.86 0.03
H -3.645 -0.732 4.967 -1.31 0.61 -0.30 0.05
O -3.454 0.123 4.519 1.38 -1.86 1.11 -0.07
H 3.084 1.626 0.911 -0.90 -0.85 -0.10 0.06
H 1.113 -4.869 -3.865 0.02 -0.41 -0.40 0.03
H 0.296 0.490 1.354 -0.65 -0.62 0.07 0.06
H 1.581 5.589 1.280 -0.46 -0.76 1.08 0.02
H 4.353 2.320 -2.033 0.22 0.13 0.31 0.06
H -4.796 -3.292 -2.030 -0.30 0.06 -0.44 0.07
O 2.511 -3.187 1.973 0.24 0.77 0.10 -0.04
H 2.109 -2.611 2.646 0.16 -0.86 -0.37 -0.01
H 1.775 -3.664 1.585 -0.22 -0.20 0.00 0.02
O -3.352 -4.100 1.481 -0.08 0.88 0.17 -0.05
H -2.835 -3.462 2.032 -0.67 -1.73 -1.58 -0.01
H -3.260 -4.943 1.925 0.44 -0.21 0.13 0.06
O 0.795 -2.556 4.269 -0.37 1.77 -1.70 -0.09
H 0.056 -2.260 3.676 -0.79 -1.13 0.86 0.00
H 1.285 -1.797 3.870 1.00 -0.48 1.58 0.00
O 1.843 4.628 -3.008 -0.41 0.70 -0.45 -0.04
H 2.738 4.488 -2.706 0.11 -0.41 0.25 0.01
H 1.314 3.901 -2.681 0.23 -0.39 0.03 0.02
O -3.901 -1.389 -2.953 -0.05 -0.15 -0.22 -0.04
H -3.382 -2.119 -2.584 -0.17 0.03 -0.07 0.01
H -3.322 -1.018 -3.624 0.09 0.21 -0.28 0.07
O -4.436 2.128 -4.355 -0.04 0.57 -0.51 -0.04
H -5.217 1.579 -4.304 -0.05 -0.21 0.17 0.03
H -3.764 1.726 -3.808 0.03 -0.30 0.13 -0.02
O -2.317 3.879 2.642 -0.12 -2.05 1.83 -0.04
H -1.533 4.402 2.543 -0.46 0.93 -0.91 0.02
H -3.162 3.971 2.218 0.16 1.20 -0.74 0.04